No. 1
ORCA calculation (the ωB97M-V functional and the def2-TZVPD basis) on a molecular structure, H12O6Zn in a non-equilibrium geometry.

Calculated values
- electronic energy (Eh) = -2237.4310
- orbital gap (eV) = 13.189
- highest occupied orbital energy (eV) = -20.60
- maximum force (eV/A) = 1.65
- energy relative to the best compared isomer or geometry (same formula, charge and spin) (kcal per mole) = 16.2
- lowest unoccupied orbital energy (eV) = -7.4131

```
! RIJCOSX wB97M-V def2-TZVPD def2/J DEFGRID3
* xyz 2 1
Zn -0.109 -0.018 -0.138
O -1.259 1.272 -1.275
H -1.802 1.709 -0.641
H -0.802 2.012 -1.674
O 0.809 -0.734 -1.871
H 0.957 -0.328 -2.710
H 1.357 -1.522 -1.765
O -0.940 0.540 1.713
H -1.723 1.096 1.795
H -0.379 0.757 2.485
O -1.388 -1.592 -0.081
H -1.915 -1.705 0.696
H -1.220 -2.470 -0.446
O 1.159 -1.244 0.868
H 1.005 -2.116 1.243
H 2.096 -1.160 0.889
O 1.330 1.439 0.198
H 1.853 2.135 -0.251
H 0.970 1.929 0.963
*
```

Here are the Löwdin charges for atoms 1 to 4, given in e:
1. Zn 0.65
2. O 0.04
3. H 0.08
4. H 0.11

=====

No. 2
ORCA calculation (the ωB97M-V functional and the def2-TZVPD basis) on 6 unconnected molecules or ions with the total composition H13O6 in a non-equilibrium geometry.

Calculated values
- electronic energy (Eh) = -458.9560
- orbital gap (eV) = 11.677
- highest occupied orbital energy (eV) = -14.74
- maximum force (eV/A) = 4.44
- energy relative to the best compared isomer or geometry (same formula, charge and spin) (kcal per mole) = 39.1
- lowest unoccupied orbital energy (eV) = -3.0599

```
! RIJCOSX wB97M-V def2-TZVPD def2/J DEFGRID3
* xyz 1 1
O 2.103 0.053 -0.821
H 2.222 -0.851 -0.904
H 2.831 0.432 -1.450
O 3.064 -2.377 0.898
H 3.893 -2.899 0.816
H 2.877 -2.524 1.892
O -2.624 -1.765 0.309
H -2.902 -2.211 1.100
H -2.186 -2.432 -0.290
O -0.975 2.372 1.765
H -1.499 3.085 1.348
H -0.188 2.750 2.064
O -1.411 1.624 -2.091
H -2.387 1.649 -2.288
H -1.122 2.462 -2.596
O -0.445 0.087 -0.019
H -1.093 0.844 0.158
H 0.496 0.362 -0.436
H -0.654 -0.661 0.546
*
```

Here are the Löwdin charges for atoms 1 to 4, given in e:
1. O -0.02
2. H 0.00
3. H 0.16
4. O -0.10

=====

No. 3
ORCA calculation (the ωB97M-V functional and the def2-TZVPD basis) on a molecular structure, H14NO10 in a non-equilibrium geometry.

Calculated values
- electronic energy (Eh) = -814.8386
- orbital gap (eV) = 8.096
- highest occupied orbital energy (eV) = -5.71
- maximum force (eV/A) = 17.76
- energy relative to the best compared isomer or geometry (same formula, charge and spin) (kcal per mole) = 451.0
- lowest unoccupied orbital energy (eV) = 2.3880

```
! RIJCOSX wB97M-V def2-TZVPD def2/J DEFGRID3
* xyz -1 1
N 8.398 -14.077 -13.270
O 8.698 -15.175 -13.710
O 8.808 -13.024 -13.764
O 7.667 -14.114 -12.273
O 9.952 -12.490 -15.209
H 9.332 -11.884 -15.614
H 9.484 -12.843 -14.452
O 9.628 -16.712 -13.033
H 8.977 -16.110 -13.395
H 9.174 -17.553 -12.983
O 7.946 -14.774 -16.099
H 7.484 -13.962 -16.308
H 7.462 -15.143 -15.360
O 7.975 -11.385 -13.589
H 7.404 -11.413 -14.356
H 8.170 -12.303 -13.402
O 6.312 -15.459 -12.214
H 5.845 -15.253 -11.404
H 7.021 -14.817 -12.252
O 7.487 -17.088 -12.803
H 6.554 -17.301 -12.818
H 7.519 -16.139 -12.924
O 8.336 -15.236 -10.639
H 7.626 -14.910 -10.085
H 8.403 -14.594 -11.346
*
```

Here are the Löwdin charges for atoms 1 to 4, given in e:
1. N -0.15
2. O 0.14
3. O 0.18
4. O 0.17

=====

No. 4
ORCA calculation (the ωB97M-V functional and the def2-TZVPD basis) on 8 unconnected molecules or ions with the total composition H14NO10 in a non-equilibrium geometry.

Calculated values
- electronic energy (Eh) = -815.4878
- orbital gap (eV) = 9.692
- highest occupied orbital energy (eV) = -6.99
- maximum force (eV/A) = 7.01
- energy relative to the best compared isomer or geometry (same formula, charge and spin) (kcal per mole) = 43.7
- lowest unoccupied orbital energy (eV) = 2.7062

```
! RIJCOSX wB97M-V def2-TZVPD def2/J DEFGRID3
* xyz -1 1
N 7.733 -32.016 14.284
O 7.311 -32.231 13.129
O 6.857 -31.446 14.998
O 8.938 -31.684 14.394
O 7.307 -28.710 13.537
H 6.967 -29.498 13.868
H 6.520 -28.277 13.378
O 9.191 -29.457 16.019
H 9.400 -30.269 15.508
H 8.231 -29.417 16.052
O 4.329 -30.780 14.866
H 4.289 -30.126 14.199
H 5.238 -31.072 14.813
O 5.162 -31.870 11.725
H 4.686 -31.153 12.189
H 5.940 -32.088 12.292
O 9.038 -32.673 10.904
H 9.955 -32.608 10.615
H 9.075 -32.836 11.827
O 9.547 -30.043 11.997
H 9.504 -30.889 11.514
H 9.004 -30.203 12.759
O 6.474 -29.432 16.872
H 6.362 -30.322 16.517
H 6.140 -28.840 16.184
*
```

Here are the Löwdin charges for atoms 1 to 4, given in e:
1. N -0.44
2. O -0.03
3. O -0.08
4. O -0.01

=====

No. 5
ORCA calculation (the ωB97M-V functional and the def2-TZVPD basis) on a molecular structure, H14Na4O9 in a non-equilibrium geometry.

Calculated values
- electronic energy (Eh) = -1334.6851
- orbital gap (eV) = 3.803
- highest occupied orbital energy (eV) = -5.76
- maximum force (eV/A) = 1.94
- energy relative to the best compared isomer or geometry (same formula, charge and spin) (kcal per mole) = 8.8
- lowest unoccupied orbital energy (eV) = -1.9569

```
! RIJCOSX wB97M-V def2-TZVPD def2/J DEFGRID3
* xyz 0 1
Na -2.498 0.850 1.372
Na -0.286 -1.428 2.685
Na 0.827 1.805 2.979
Na 0.214 2.249 -0.552
O -1.526 2.502 3.481
H -1.410 1.548 3.309
O 0.007 0.366 1.124
H -0.018 -0.181 0.315
O -2.117 2.927 -0.282
H -1.956 2.436 0.547
O -3.599 -0.373 -0.460
H -2.737 -0.802 -0.630
O -0.796 0.454 -2.335
H -0.702 -0.464 -2.587
H -0.327 0.939 -3.015
O 1.251 -1.727 -1.217
H 1.066 -2.610 -1.535
H 2.173 -1.584 -1.428
O -0.767 -2.693 0.424
H -0.101 -2.196 -0.051
H -1.188 -3.232 -0.245
O 2.738 -0.031 1.469
H 2.707 -0.964 1.258
H 1.848 0.281 1.306
O 2.312 0.960 -1.766
H 2.044 0.056 -1.602
H 2.838 0.913 -2.565
*
```

Here are the Löwdin charges for atoms 1 to 4, given in e:
1. Na 0.48
2. Na 0.73
3. Na 0.64
4. Na 0.54

=====

No. 6
ORCA calculation (the ωB97M-V functional and the def2-TZVPD basis) on a molecular structure, H14Na5O11S in a non-equilibrium geometry.

Calculated values
- electronic energy (Eh) = -2045.0341
- orbital gap (eV) = 6.747
- highest occupied orbital energy (eV) = -17.52
- maximum force (eV/A) = 1.41
- energy relative to the best compared isomer or geometry (same formula, charge and spin) (kcal per mole) = 7.4
- lowest unoccupied orbital energy (eV) = -10.7771

```
! RIJCOSX wB97M-V def2-TZVPD def2/J DEFGRID3
* xyz 3 1
Na -1.016 -2.750 2.668
Na -1.304 0.555 2.403
Na -3.570 0.317 -1.821
Na -1.350 3.006 -0.422
Na -0.573 0.360 -3.680
S -0.291 0.025 -0.445
O 0.803 -0.448 -1.270
O 0.108 1.068 0.514
O -1.301 0.654 -1.385
O -0.891 -1.076 0.360
O -2.964 -1.115 2.643
H -3.679 -1.249 3.285
H -3.418 -0.883 1.822
O -3.238 -2.055 -0.633
H -3.082 -2.802 -1.226
H -2.351 -1.822 -0.299
O 1.608 -2.825 -2.237
H 2.073 -2.638 -3.059
H 1.315 -1.976 -1.885
O 3.385 0.702 -1.584
H 2.500 0.360 -1.411
H 3.357 1.125 -2.447
O 1.855 -2.060 1.417
H 1.661 -1.614 2.248
H 1.254 -1.696 0.760
O 2.292 2.207 1.475
H 2.261 1.880 2.378
H 1.477 1.923 1.032
O 0.799 4.121 -0.027
H 0.880 5.047 0.235
H 1.400 3.656 0.590
*
```

Here are the Löwdin charges for atoms 1 to 4, given in e:
1. Na 0.82
2. Na 0.72
3. Na 0.79
4. Na 0.73

=====

No. 7
ORCA calculation (the ωB97M-V functional and the def2-TZVPD basis) on a molecular structure, H14NaO7.

Calculated values
- electronic energy (Eh) = -697.2420
- orbital gap (eV) = 10.727
- highest occupied orbital energy (eV) = -14.10
- maximum force (eV/A) = 0.58
- energy relative to the best compared isomer or geometry (same formula, charge and spin) (kcal per mole) = 13.6
- lowest unoccupied orbital energy (eV) = -3.3716

```
! RIJCOSX wB97M-V def2-TZVPD def2/J DEFGRID3
* xyz 1 1
Na -0.085 0.220 0.092
O 0.960 0.068 -2.230
H 1.270 -0.733 -2.676
H 0.712 0.678 -2.938
O -0.620 -3.271 -0.550
H -0.643 -2.517 -1.155
H -1.254 -3.059 0.144
O -1.417 1.000 2.668
H -1.137 1.905 2.860
H -2.365 1.060 2.484
O 0.328 -1.157 2.214
H -0.333 -0.574 2.623
H 0.742 -1.602 2.961
O -1.640 -0.665 -1.635
H -2.503 -1.031 -1.385
H -1.562 -0.849 -2.580
O 2.587 0.397 -0.047
H 2.433 0.722 -0.946
H 3.410 0.809 0.246
O 0.239 2.503 0.011
H 1.085 2.875 0.296
H -0.207 3.221 -0.457
*
```

Here are the Löwdin charges for atoms 1 to 4, given in e:
1. Na 0.49
2. O -0.03
3. H 0.09
4. H 0.08

=====

No. 8
ORCA calculation (the ωB97M-V functional and the def2-TZVPD basis) on 7 unconnected molecules or ions with the total composition H14O6S in a non-equilibrium geometry.

Calculated values
- electronic energy (Eh) = -857.9914
- orbital gap (eV) = 10.213
- highest occupied orbital energy (eV) = -9.77
- maximum force (eV/A) = 6.02
- SMILES string = O.O.O.O.O.O.S
- energy relative to the best compared isomer or geometry (same formula, charge and spin) (kcal per mole) = 29.9
- lowest unoccupied orbital energy (eV) = 0.4473

```
! RIJCOSX wB97M-V def2-TZVPD def2/J DEFGRID3
* xyz 0 1
S -2.496 1.887 2.738
H -1.621 2.915 2.657
H -2.005 1.429 3.921
H 0.430 2.184 -0.180
H -0.007 3.305 -1.073
O -0.400 2.484 -0.654
H 0.427 -2.388 1.379
H 2.026 -2.606 0.955
O 1.392 -2.245 1.660
H -1.966 -0.250 0.207
H -1.069 0.721 -0.387
O -1.301 -0.183 -0.450
H -1.004 -3.157 -1.728
H -0.648 -1.890 -1.030
O -0.267 -2.682 -1.579
H 1.521 0.032 -0.130
H 1.667 -0.207 1.225
O 1.427 0.605 0.666
H 1.497 0.663 -3.124
H 0.984 -0.710 -2.697
O 1.413 0.092 -2.376
*
```

Here are the Löwdin charges for atoms 1 to 4, given in e:
1. S 0.46
2. H -0.21
3. H -0.21
4. H 0.04

=====

No. 9
ORCA calculation (the ωB97M-V functional and the def2-TZVPD basis) on 7 unconnected molecules or ions with the total composition H14O7 in a non-equilibrium geometry.

Calculated values
- electronic energy (Eh) = -535.0141
- orbital gap (eV) = 10.897
- highest occupied orbital energy (eV) = -11.16
- maximum force (eV/A) = 5.58
- SMILES string = O.O.O.O.O.O.O
- energy relative to the best compared isomer or geometry (same formula, charge and spin) (kcal per mole) = 68.8
- lowest unoccupied orbital energy (eV) = -0.2657

```
! RIJCOSX wB97M-V def2-TZVPD def2/J DEFGRID3
* xyz 0 1
H 0.861 0.592 -0.359
H -0.309 0.157 0.557
H -1.317 2.283 -2.973
H -1.637 1.152 -3.907
H 3.141 -2.529 0.820
H 1.969 -2.085 -0.268
H -1.756 -2.754 3.205
H -0.824 -2.907 4.364
H -3.131 -0.320 -0.516
H -2.472 0.369 -1.591
H -0.750 2.756 3.183
H -1.021 4.100 3.576
H 2.835 -0.096 -4.520
H 2.731 -0.059 -3.039
O 0.587 -0.114 0.240
O -0.959 1.554 -3.334
O 2.900 -2.119 -0.088
O -1.644 -3.110 4.104
O -3.124 0.551 -0.976
O -0.921 3.291 3.994
O 3.372 -0.135 -3.756
*
```

Here are the Löwdin charges for atoms 1 to 4, given in e:
1. H 0.04
2. H 0.05
3. H -0.03
4. H 0.06

=====

No. 10
ORCA calculation (the ωB97M-V functional and the def2-TZVPD basis) on 7 unconnected molecules or ions with the total composition H14O7 in a non-equilibrium geometry.

Calculated values
- electronic energy (Eh) = -535.0491
- orbital gap (eV) = 10.262
- highest occupied orbital energy (eV) = -10.51
- maximum force (eV/A) = 1.18
- SMILES string = O.O.O.O.O.O.O
- energy relative to the best compared isomer or geometry (same formula, charge and spin) (kcal per mole) = 46.9
- lowest unoccupied orbital energy (eV) = -0.2490

```
! RIJCOSX wB97M-V def2-TZVPD def2/J DEFGRID3
* xyz 0 1
O 2.597 -0.758 -0.605
H 3.214 -1.475 -0.749
H 2.828 -0.412 0.257
O 0.071 0.327 -0.118
H 0.934 0.084 -0.456
H 0.083 0.045 0.796
O 0.572 -0.571 -3.005
H 0.430 -1.509 -3.132
H 0.900 -0.497 -2.109
O -2.283 -0.783 -0.485
H -2.330 -0.636 -1.429
H -1.504 -0.303 -0.205
O -0.164 3.337 0.857
H -0.174 2.523 0.353
H 0.442 3.906 0.383
O 0.550 -1.944 1.919
H 1.144 -2.057 2.661
H 0.598 -2.774 1.445
O -2.601 1.543 1.301
H -3.400 1.067 1.076
H -1.907 0.886 1.246
*
```

Here are the Löwdin charges for atoms 1 to 4, given in e:
1. O -0.03
2. H 0.07
3. H 0.06
4. O -0.04

=====

No. 11
ORCA calculation (the ωB97M-V functional and the def2-TZVPD basis) on 7 unconnected molecules or ions with the total composition H14O7 in a non-equilibrium geometry.

Calculated values
- electronic energy (Eh) = -535.0026
- orbital gap (eV) = 10.808
- highest occupied orbital energy (eV) = -10.69
- maximum force (eV/A) = 15.99
- SMILES string = O.O.O.O.O.O.O
- energy relative to the best compared isomer or geometry (same formula, charge and spin) (kcal per mole) = 76.1
- lowest unoccupied orbital energy (eV) = 0.1233

```
! RIJCOSX wB97M-V def2-TZVPD def2/J DEFGRID3
* xyz 0 1
O -0.088 -1.610 -1.494
H -0.789 -1.626 -2.142
H 0.580 -1.855 -2.010
O -3.396 0.630 0.191
H -2.473 0.854 0.315
H -3.453 -0.036 0.839
O -0.524 1.536 -2.745
H 0.031 1.115 -2.064
H -0.153 1.153 -3.508
O -0.095 -0.686 3.059
H -0.220 0.103 3.712
H -0.449 -0.497 2.075
O 2.254 -0.557 1.562
H 1.665 -0.371 2.197
H 2.369 -1.492 1.327
O 1.684 0.805 -0.817
H 2.519 0.978 -1.199
H 1.861 0.218 -0.032
O -0.751 0.433 0.511
H -0.648 -0.097 -0.077
H 0.075 1.003 0.298
*
```

Here are the Löwdin charges for atoms 1 to 4, given in e:
1. O 0.03
2. H 0.07
3. H -0.03
4. O -0.04